Record 1
The following is a DFT calculation (the ωB97M-V functional and the def2-TZVPD basis) of a molecular structure, C17H20N5O3Rh.

Output
total charge: +2
ΔE to the lowest compared entry with this formula, charge and spin: 200.45 kJ/mol
HOMO-LUMO gap (spin up / spin down): 7.054 / 4.922 eV
HOMO energy (spin up / spin down): -14.02 / -14.74 eV
F_max: 1.99 eV/A
E: -1269.04279 Ha
spin multiplicity: 5

Atoms and positions in Å:
N 0.73 -1.29 -0.66
H -5.44 0.64 -1.13
Rh -1.11 -0.52 -0.37
H 1.73 3.35 0.37
C 1.57 0.04 1.67
H -5.68 1.10 0.59
H -0.98 5.68 -0.47
H 2.22 -2.73 -0.52
N -0.87 1.47 -0.13
C -1.59 -4.80 -0.65
H 1.21 0.62 -1.31
H 3.91 1.04 3.88
H 2.49 -0.58 -1.53
C 1.25 4.11 -0.25
N -0.14 3.77 -0.48
H -0.65 -6.78 -0.75
C 2.30 0.16 0.49
H 1.78 4.18 -1.20
H 1.32 5.07 0.25
N -1.07 -3.55 -0.54
H -2.03 4.42 -1.13
C -0.54 2.57 -0.31
O -3.00 0.02 -1.88
C -3.07 -0.05 -0.69
O -2.99 -2.44 -0.49
C 3.61 0.64 0.54
C 0.64 -5.02 -0.55
H 1.57 0.26 3.80
H 5.20 1.31 1.78
C -5.32 0.33 -0.09
C -1.00 4.78 -1.08
C 1.15 -2.53 -0.54
C 3.46 0.80 2.93
C 2.14 0.35 2.89
C -0.54 -5.72 -0.67
C 1.70 -0.25 -0.84
O -3.91 0.14 0.23
H 4.18 0.74 -0.38
H -2.66 -4.95 -0.70
C 0.32 -3.64 -0.49
H -5.83 -0.61 0.09
H 0.51 -0.28 1.63
H 1.64 -5.41 -0.51
C 4.18 0.96 1.75
H -0.65 5.02 -2.08
N -1.73 -2.40 -0.46


Record 2
The following is a DFT calculation (the ωB97M-V functional and the def2-TZVPD basis) of a molecular structure, C17H20N6O4SZn.

Output
ΔE to the lowest compared entry with this formula, charge and spin: 0.00 kJ/mol
HOMO-LUMO gap: 8.733 eV
HOMO energy: -8.30 eV
F_max: 0.50 eV/A
E: -3466.98900 Ha

Atoms and positions in Å:
H 0.44 1.75 -1.66
H 1.45 4.01 -1.32
N 1.85 3.07 -4.12
H 5.18 0.71 -1.88
H 2.04 3.02 -5.10
N 2.75 -1.07 -1.07
C 2.13 -1.73 2.68
N -1.42 -1.04 -1.24
H 5.30 -0.78 -2.86
H 0.65 4.83 -4.12
S 1.43 0.42 -4.08
H -4.18 -0.59 -1.51
H 2.24 5.00 -3.35
C -2.31 -1.39 -2.18
C 3.56 -0.60 -1.72
O 0.40 0.63 0.10
C 0.39 -3.89 -2.40
C 2.15 -3.15 2.09
C -1.82 -2.53 -2.78
O 1.64 -3.23 0.92
H 0.00 -4.61 -3.12
C 0.80 3.83 -2.18
C 4.63 0.00 -2.50
Zn 1.11 -1.50 0.06
N 0.65 2.39 -2.42
H 2.87 0.32 5.25
C 2.60 -1.35 3.93
H 3.02 -2.10 4.58
H -4.14 -1.04 -3.22
O 2.64 -4.04 2.77
C 1.29 1.98 -3.52
N -0.37 -1.89 -1.21
H -2.27 -3.09 -3.58
C -3.56 -0.60 -2.41
C -0.59 -2.80 -2.15
H -1.37 -0.20 -0.68
C 2.50 -0.01 4.29
N 1.60 -0.82 1.87
C 1.49 0.46 2.19
H 1.85 1.97 3.66
C 1.94 0.92 3.41
O 0.89 2.54 1.19
H 0.63 -4.41 -1.46
H 1.32 -3.47 -2.79
C 0.87 1.32 1.08
H -0.16 4.29 -1.96
C 1.40 4.32 -3.50
H 4.19 0.52 -3.35
H -3.32 0.43 -2.67


Record 3
The following is a DFT calculation (the ωB97M-V functional and the def2-TZVPD basis) of a single C17H20O4 molecule.

Output
ΔE to the lowest compared entry with this formula, charge and spin: 8.35 kJ/mol
HOMO-LUMO gap: 9.047 eV
HOMO energy: -8.34 eV
F_max: 1.13 eV/A
E: -960.73683 Ha

Atoms and positions in Å:
C 3.11 -0.45 -0.23
O -1.40 2.87 0.84
H -3.12 3.76 0.37
H 4.47 0.41 1.24
H 0.44 2.33 2.46
C 4.06 -0.56 0.96
H 1.96 -1.84 -1.45
C 3.91 0.12 -1.42
O -1.99 -1.94 0.62
C 0.98 0.68 -0.94
C 2.60 -1.85 -0.57
H 2.03 -2.26 0.26
C -2.49 2.98 -0.05
O -2.71 0.55 0.16
H -5.28 2.25 -0.90
H -2.17 -3.74 1.61
H 3.30 0.16 -2.32
C -3.29 1.71 -0.17
H 2.41 0.94 2.09
H 4.77 -0.50 -1.62
H -5.69 -0.42 -0.75
H -0.52 -3.15 1.25
C 0.60 1.86 1.50
O -4.01 -2.76 0.04
C -0.34 2.07 0.50
C -0.14 1.47 -0.74
C -3.62 -0.43 -0.05
C -4.80 0.12 -0.51
C -1.54 -3.25 0.87
C -4.58 1.50 -0.58
H 4.25 1.13 -1.19
H -1.55 -3.85 -0.05
H 4.89 -1.21 0.70
H -0.84 1.60 -1.55
H 3.56 -0.99 1.82
C 1.92 0.45 0.05
C 1.71 1.07 1.28
H 1.09 0.22 -1.91
H -2.15 3.30 -1.05
H 3.44 -2.52 -0.78
C -3.26 -1.82 0.20


Record 4
The following is a DFT calculation (the ωB97M-V functional and the def2-TZVPD basis) of 3 unconnected molecules or ions with the total composition C17H20O9S.

Output
HOMO-LUMO gap: 8.249 eV
HOMO energy: -9.90 eV
F_max: 5.91 eV/A
E: -1734.87081 Ha

Atoms and positions in Å:
H -0.40 6.47 -0.79
C 2.93 -7.44 2.62
C -3.32 5.35 -1.63
O 1.53 -8.55 4.16
H -4.44 5.18 -1.31
H -0.70 -1.28 -0.35
C 0.61 -7.28 0.97
S -0.18 3.08 -0.32
C 1.64 -8.00 3.07
H -1.69 3.44 2.77
C -0.08 -1.92 -0.96
H -2.05 4.12 1.05
O -2.28 6.63 0.27
H -2.11 7.39 -1.82
H 3.99 -6.43 1.09
H -3.82 7.53 -1.06
H 2.01 -4.43 -3.16
H -3.19 5.25 -2.79
C 1.01 -1.48 -1.59
H 0.39 7.10 2.17
C 1.83 -2.38 -2.42
C 1.40 -3.78 -2.55
O -0.07 3.25 1.41
C -1.19 4.06 1.88
C 0.30 -4.22 -1.92
O 2.84 -1.97 -3.00
H 0.97 5.63 1.15
O -1.52 -3.73 -0.51
C -0.82 6.84 0.26
C 1.90 -6.72 0.52
H -0.45 -8.29 2.50
C 3.05 -6.85 1.43
C -0.52 -3.33 -1.09
H -2.59 4.60 -1.08
H 0.70 4.32 -2.03
C -2.86 6.87 -1.08
O -0.84 5.37 2.44
O 0.41 1.69 -0.77
O 0.91 4.22 -1.05
O 2.01 -6.18 -0.57
H 3.77 -7.54 3.31
C -0.01 6.18 1.53
H -0.03 -5.25 -2.00
H -0.22 -7.18 0.28
C 0.49 -7.88 2.16
H 1.35 -0.45 -1.51
H -0.66 8.02 0.30


Record 5
The following is a DFT calculation (the ωB97M-V functional and the def2-TZVPD basis) of a molecular structure, C17H21Cl2MnNO6.

Output
total charge: -2
HOMO-LUMO gap (spin up / spin down): 4.000 / 2.566 eV
HOMO energy (spin up / spin down): -0.59 / 0.84 eV
F_max: 6.39 eV/A
E: -3237.83953 Ha
spin multiplicity: 4

Atoms and positions in Å:
H 2.94 -1.15 -3.67
H 2.99 0.44 -2.89
H -1.96 2.44 -2.65
C -2.22 1.58 -3.27
C 0.73 -0.84 2.80
O 0.16 0.61 9.04
H -3.07 1.06 -2.83
C 0.60 -2.65 -3.47
H 1.01 -1.01 7.54
H -1.28 1.74 -0.31
C -2.25 -1.59 -2.97
C 0.22 -1.24 -3.47
C -0.19 0.60 6.79
H -2.19 -2.20 -1.81
H 2.87 0.33 -4.66
O -2.15 -2.77 -0.84
O 1.09 -2.00 2.73
H -2.31 -2.45 -3.68
H -3.19 -1.02 -3.10
H -2.53 1.97 -4.26
C -1.07 0.68 -3.39
C 0.65 -0.53 6.64
H 1.69 2.57 -3.14
N -0.40 1.18 8.06
C -1.11 -0.76 -3.28
H 1.63 -1.81 5.28
H 1.71 -2.76 -3.50
C -0.29 0.82 4.40
O -0.57 0.97 -0.33
O -1.10 2.21 8.17
C 0.48 -0.32 4.20
Cl 2.35 2.17 -0.35
O 0.38 -0.01 1.91
C 0.82 2.40 -3.80
H -0.60 1.42 3.54
C -0.71 1.24 5.66
H -1.48 -2.34 -0.12
C 2.56 -0.13 -3.72
C 0.28 1.05 -3.61
C 1.09 -0.12 -3.61
H -1.40 2.08 5.75
H 0.20 -3.18 -4.37
H 1.16 2.53 -4.84
H 0.21 -3.18 -2.58
Mn 1.11 0.85 0.42
Cl 2.12 -1.06 -0.16
H 0.06 3.17 -3.60
C 0.97 -0.97 5.36


Record 6
The following is a DFT calculation (the ωB97M-V functional and the def2-TZVPD basis) of a single C17H21Cl2NO3 molecule.

Output
HOMO-LUMO gap: 9.289 eV
HOMO energy: -8.81 eV
F_max: 0.73 eV/A
E: -1861.27693 Ha

Atoms and positions in Å:
O 2.22 -1.13 -0.78
C -1.54 -0.57 0.69
H -4.66 0.61 2.58
H 0.61 -0.32 2.31
H 4.73 1.68 -0.33
C 0.10 1.30 3.62
C -1.38 0.23 1.83
O 1.67 -0.41 -2.84
H -2.44 1.27 3.37
O -0.53 -3.23 0.07
Cl 0.42 2.10 -1.36
C -2.97 -1.71 -1.06
H 2.51 1.88 -3.38
H 0.29 -0.21 -0.18
C 3.02 0.98 -1.42
H 2.00 -3.13 -0.50
H -4.02 -2.00 -1.15
C -3.91 -0.50 0.91
C 2.24 -0.26 -1.79
C 4.22 0.74 -0.53
H -3.16 0.03 -2.33
H 3.89 2.71 -2.53
Cl 2.63 3.37 0.02
C 2.18 2.22 -1.22
H 1.25 -2.49 -1.99
C -2.58 -0.89 -2.29
C -3.78 0.28 2.04
C 1.43 -2.30 -0.93
H -1.53 -0.63 -2.28
C -2.52 0.65 2.49
H -2.78 -1.46 -3.20
H -0.35 0.68 4.41
H -0.40 2.26 3.60
H 3.92 0.29 0.41
H 0.46 1.25 1.52
H -2.38 -2.62 -1.02
H 1.15 1.46 3.88
C 0.01 0.60 2.27
H 4.91 0.06 -1.03
C -2.79 -0.93 0.21
H -4.89 -0.77 0.56
C 3.02 2.08 -2.45
C 0.07 -2.22 -0.22
N -0.35 -0.96 0.00